1.
This record from the Open Molecules 2025 dataset describes a 3-piece molecular cluster, C30H69N4O6P4S overall. The level of theory is wB97M-V/def2-TZVPD.

The HOMO energy is -10.709 eV. The value obtained for the maximum force is 3.53 eV/A. As for the LUMO energy: -4.58 eV. Its total energy is -3618.28693 Eh.

```
! wB97M-V def2-TZVPD RIJCOSX def2/J DEFGRID3
* xyz 1 1
C 3.945 1.649 2.269
C 3.887 2.727 1.160
C 2.500 2.787 0.441
C 2.693 3.117 -1.072
C 2.590 1.822 -1.964
C 1.196 1.786 -2.653
C 1.059 0.588 -3.646
C -0.292 -0.195 -3.443
C -0.034 -1.562 -2.768
C 0.006 -1.490 -1.206
C 0.320 -2.905 -0.662
C 0.228 -3.037 0.895
C -1.170 -3.512 1.421
C -2.259 -2.418 1.694
C -1.778 -1.263 2.634
C -2.775 -0.981 3.812
C -4.287 -0.959 3.431
C -4.625 -0.072 2.202
C -5.680 0.981 2.648
C -6.404 1.703 1.458
N -5.444 2.082 0.422
P -5.355 0.940 -0.915
S -7.046 0.400 -1.680
C -5.582 3.377 0.018
N -4.484 3.990 -0.274
P -2.913 3.190 -0.064
O -2.723 2.756 1.338
N -6.825 3.984 -0.087
C -7.459 3.793 -1.434
N -8.826 3.312 -1.242
P -6.809 5.672 0.428
P -5.411 5.883 2.075
O -5.425 4.768 3.029
O -3.892 6.193 1.510
O -5.833 7.243 2.900
H 3.442 2.003 3.179
H 3.471 0.720 1.937
H 4.998 1.490 2.528
H 4.085 3.710 1.604
H 4.649 2.510 0.395
H 2.002 1.820 0.593
H 1.921 3.573 0.952
H 1.966 3.872 -1.412
H 3.694 3.531 -1.239
H 2.599 0.986 -1.247
H 3.417 1.752 -2.677
H 0.448 1.665 -1.864
H 1.025 2.726 -3.206
H 1.886 -0.110 -3.445
H 1.178 0.915 -4.687
H -1.030 0.407 -2.884
H -0.730 -0.367 -4.439
H -0.820 -2.279 -3.039
H 0.949 -1.921 -3.099
H -0.945 -1.121 -0.791
H 0.828 -0.843 -0.852
H -0.282 -3.694 -1.140
H 1.364 -3.130 -0.938
H 0.603 -2.116 1.356
H 0.936 -3.834 1.177
H -1.009 -4.107 2.328
H -1.578 -4.172 0.640
H -2.626 -1.975 0.754
H -3.087 -2.960 2.175
H -1.551 -0.345 2.079
H -0.837 -1.601 3.090
H -2.473 -0.021 4.257
H -2.635 -1.776 4.559
H -4.702 -1.960 3.267
H -4.821 -0.535 4.294
H -3.764 0.462 1.775
H -5.012 -0.715 1.391
H -5.252 1.762 3.286
H -6.444 0.434 3.222
H -6.907 2.565 1.914
H -7.203 1.030 1.126
H -4.560 -0.189 -0.589
H -4.626 1.631 -1.926
H -4.467 4.944 -0.619
H -2.844 2.024 -0.865
H -1.879 4.091 -0.424
H -7.577 4.755 -1.963
H -6.890 3.141 -2.103
H -8.815 2.316 -1.053
H -9.121 3.721 -0.365
H -8.088 5.918 1.010
H -3.286 5.726 2.097
H -5.434 7.985 2.434
C 6.137 -2.379 0.727
C 5.328 -2.627 -0.536
C 3.907 -2.400 -0.049
O 3.982 -1.429 1.003
C 5.357 -1.251 1.383
H 7.178 -2.120 0.538
H 6.116 -3.268 1.362
H 5.587 -1.883 -1.295
H 5.478 -3.615 -0.966
H 3.478 -3.317 0.368
H 3.244 -2.034 -0.838
H 5.684 -0.273 1.013
H 5.440 -1.257 2.471
C 9.746 -5.846 -2.013
C 8.935 -6.090 -3.276
C 7.515 -5.863 -2.785
O 7.593 -4.895 -1.730
C 8.966 -4.720 -1.354
H 10.786 -5.587 -2.202
H 9.725 -6.736 -1.380
H 9.193 -5.345 -4.033
H 9.082 -7.078 -3.709
H 7.086 -6.781 -2.370
H 6.853 -5.495 -3.570
H 9.294 -3.741 -1.722
H 9.051 -4.729 -0.267
*
```

Results of the Mulliken charge analysis, in e, for atoms 1 through 2: -1.09, -0.54



2.
This record from the Open Molecules 2025 dataset describes C30H70AsF6N10O10 as an isolated structure. The level of theory is wB97M-V/def2-TZVPD.

The HOMO energy is -6.356 eV. The value obtained for the maximum force is 1.65 eV/A. As for the LUMO energy: 1.91 eV. Its energy above the lowest of the compared OMol25 structures with the same formula, charge and spin is 0.0 kJ/mol. Its total energy is -5320.24762 Eh.

```
! wB97M-V def2-TZVPD RIJCOSX def2/J DEFGRID3
* xyz -1 1
As 13.234 -29.906 16.292
F 14.366 -29.834 14.956
F 14.517 -29.318 17.329
F 12.083 -29.994 17.580
F 12.038 -30.545 15.211
F 13.780 -31.509 16.705
F 12.666 -28.285 16.003
C 9.367 -28.764 15.771
O 8.964 -29.751 16.329
N 8.702 -28.157 14.743
C 9.406 -27.228 13.879
C 7.437 -28.621 14.226
H 10.294 -28.249 16.051
H 10.436 -27.058 14.193
H 8.911 -26.280 13.670
H 9.560 -27.789 12.944
H 6.898 -27.760 13.828
H 7.583 -29.384 13.458
H 6.835 -29.020 15.041
C 17.466 -32.568 20.508
O 16.964 -33.547 20.001
N 17.304 -31.295 20.094
C 17.761 -30.144 20.859
C 16.490 -30.988 18.939
H 18.105 -32.581 21.411
H 16.869 -29.673 21.285
H 18.219 -29.428 20.175
H 18.463 -30.409 21.645
H 16.430 -31.804 18.225
H 15.463 -30.792 19.263
H 16.844 -30.100 18.422
C 15.961 -24.293 17.061
O 15.619 -24.840 18.091
N 15.773 -24.778 15.815
C 16.174 -24.015 14.656
C 15.061 -26.036 15.629
H 16.470 -23.314 17.062
H 16.793 -23.172 14.965
H 15.297 -23.573 14.170
H 16.729 -24.617 13.940
H 15.396 -26.684 16.438
H 13.983 -25.884 15.654
H 15.341 -26.516 14.694
C 9.524 -30.866 19.726
O 8.684 -31.102 18.895
N 9.469 -31.220 21.044
C 10.570 -30.908 21.925
C 8.353 -31.960 21.570
H 10.403 -30.239 19.499
H 11.273 -31.752 21.978
H 10.190 -30.864 22.951
H 11.072 -29.979 21.676
H 7.851 -31.361 22.336
H 7.670 -32.224 20.769
H 8.676 -32.891 22.052
C 10.352 -26.858 19.001
O 9.586 -27.312 19.827
N 10.024 -25.924 18.079
C 10.829 -25.616 16.935
C 8.651 -25.474 17.980
H 11.406 -27.172 18.983
H 11.900 -25.765 17.077
H 10.763 -24.610 16.507
H 10.539 -26.218 16.067
H 8.144 -25.941 17.130
H 8.127 -25.554 18.926
H 8.643 -24.403 17.740
C 12.004 -30.387 10.636
O 11.484 -29.746 9.745
N 13.327 -30.619 10.766
C 13.889 -31.157 11.983
C 14.238 -30.012 9.829
H 11.405 -30.817 11.455
H 13.106 -31.428 12.692
H 14.511 -30.433 12.515
H 14.476 -32.046 11.747
H 14.698 -29.129 10.292
H 15.064 -30.679 9.566
H 13.768 -29.704 8.902
C 18.229 -28.059 16.926
O 18.919 -27.115 17.275
N 18.523 -28.920 15.938
C 17.542 -29.913 15.526
C 19.737 -28.826 15.166
H 17.245 -28.182 17.405
H 17.279 -29.741 14.482
H 16.684 -29.898 16.193
H 17.962 -30.920 15.635
H 20.346 -27.971 15.433
H 20.267 -29.779 15.219
H 19.455 -28.695 14.113
C 10.803 -33.313 16.625
O 9.926 -32.484 16.636
N 10.821 -34.434 15.855
C 9.678 -34.822 15.053
C 12.088 -35.009 15.425
H 11.689 -33.218 17.278
H 8.754 -34.705 15.614
H 9.817 -35.856 14.743
H 9.603 -34.177 14.170
H 12.924 -34.536 15.940
H 12.108 -36.068 15.687
H 12.214 -34.815 14.357
C 17.696 -34.180 14.197
O 18.551 -34.927 14.629
N 16.571 -33.813 14.830
C 15.646 -32.874 14.240
C 16.197 -34.339 16.138
H 17.828 -33.672 13.226
H 14.600 -33.175 14.155
H 15.990 -32.542 13.263
H 15.618 -31.979 14.871
H 16.264 -33.477 16.807
H 15.193 -34.754 16.159
H 16.919 -35.074 16.480
C 14.597 -25.949 21.569
O 14.672 -25.642 22.746
N 14.385 -27.207 21.113
C 14.442 -27.521 19.692
C 13.956 -28.241 22.020
H 14.701 -25.233 20.738
H 14.900 -28.507 19.625
H 15.074 -26.838 19.129
H 13.442 -27.576 19.263
H 14.351 -28.029 23.014
H 12.867 -28.220 22.151
H 14.255 -29.238 21.702
*
```

Results of the Mulliken charge analysis, in e, for atoms 1 through 2: 2.34, -0.50



3.
This record from the Open Molecules 2025 dataset describes a 5-piece molecular cluster, C30H70N6O7Si overall. The level of theory is wB97M-V/def2-TZVPD.

The HOMO energy is -8.407 eV. The value obtained for the maximum force is 3.25 eV/A. As for the LUMO energy: 0.46 eV. Its total energy is -2329.72082 Eh. Its SMILES is C[Si](C)(C)OCCNC(=O)OCCCCn1cccc1.COC[C@@H](C)N.COC[C@@H](C)N.COC[C@@H](C)N.COC[C@@H](C)N.

```
! wB97M-V def2-TZVPD RIJCOSX def2/J DEFGRID3
* xyz 0 1
C -1.083 2.820 2.453
Si -0.990 1.479 3.769
C -0.745 2.383 5.430
C -2.682 0.645 3.854
O 0.329 0.419 3.622
C -0.006 -0.921 3.229
C 1.263 -1.805 3.431
N 2.022 -2.086 2.204
C 1.306 -2.786 1.246
O 0.381 -3.512 1.548
O 1.625 -2.687 -0.102
C 1.500 -1.288 -0.475
C 1.141 -1.085 -1.961
C -0.339 -0.706 -2.225
C -0.903 0.426 -1.325
N -0.026 1.583 -1.193
C 0.027 2.679 -2.031
C 0.944 3.583 -1.563
C 1.543 3.045 -0.339
C 0.878 1.847 -0.220
H -1.438 2.414 1.484
H -0.136 3.344 2.248
H -1.833 3.589 2.727
H 0.278 2.797 5.485
H -1.412 3.265 5.391
H -0.979 1.710 6.266
H -3.071 0.483 2.833
H -3.363 1.343 4.374
H -2.684 -0.326 4.373
H -0.781 -1.378 3.870
H -0.340 -0.893 2.177
H 0.941 -2.763 3.867
H 1.968 -1.354 4.146
H 2.497 -1.272 1.830
H 2.492 -0.818 -0.305
H 0.817 -0.802 0.236
H 1.792 -0.276 -2.337
H 1.359 -2.032 -2.487
H -0.505 -0.511 -3.297
H -0.939 -1.612 -1.998
H -1.102 0.041 -0.313
H -1.830 0.786 -1.803
H -0.582 2.807 -2.924
H 1.190 4.553 -1.996
H 2.297 3.491 0.330
H 1.096 1.214 0.648
C 4.290 -3.338 -2.045
O 5.457 -2.939 -2.745
C 5.846 -3.833 -3.771
C 5.038 -3.687 -5.071
C 3.632 -4.272 -4.980
N 4.943 -2.286 -5.497
H 4.231 -4.424 -1.935
H 3.398 -2.956 -2.544
H 4.323 -2.892 -1.051
H 6.890 -3.593 -3.992
H 5.835 -4.869 -3.406
H 5.573 -4.241 -5.849
H 2.942 -3.622 -4.445
H 3.218 -4.410 -5.980
H 3.639 -5.248 -4.489
H 5.881 -1.929 -5.662
H 4.615 -1.747 -4.699
C -6.627 2.296 2.367
O -6.087 1.190 3.068
C -6.904 0.695 4.115
C -8.061 -0.210 3.659
C -9.224 0.549 3.027
N -7.604 -1.243 2.723
H -7.195 2.960 3.024
H -7.249 1.958 1.536
H -5.794 2.858 1.942
H -6.238 0.096 4.743
H -7.266 1.521 4.742
H -8.449 -0.710 4.552
H -9.019 0.847 1.999
H -10.112 -0.084 3.000
H -9.472 1.443 3.604
H -6.907 -1.821 3.185
H -7.082 -0.776 1.985
C 3.464 4.861 2.824
O 3.972 5.527 1.680
C 3.678 6.913 1.625
C 4.583 7.799 2.498
C 4.264 7.726 3.989
N 6.002 7.485 2.301
H 2.498 5.264 3.142
H 4.189 4.914 3.638
H 3.332 3.808 2.572
H 3.833 7.202 0.582
H 2.617 7.089 1.844
H 4.419 8.834 2.183
H 4.656 6.824 4.457
H 4.716 8.572 4.509
H 3.187 7.768 4.164
H 6.242 7.642 1.326
H 6.111 6.480 2.419
C -3.428 -4.959 -5.292
O -2.708 -4.965 -4.073
C -1.609 -5.859 -4.033
C -0.338 -5.349 -4.732
C -0.409 -5.404 -6.256
N -0.008 -3.980 -4.323
H -3.473 -5.953 -5.746
H -2.994 -4.242 -5.992
H -4.445 -4.631 -5.077
H -1.378 -5.987 -2.972
H -1.903 -6.847 -4.411
H 0.484 -6.002 -4.424
H -0.997 -4.590 -6.677
H 0.593 -5.320 -6.680
H -0.833 -6.351 -6.597
H 0.149 -3.969 -3.317
H -0.846 -3.415 -4.443
*
```

Results of the Mulliken charge analysis, in e, for atoms 1 through 2: -0.78, 0.51



4.
This record from the Open Molecules 2025 dataset describes a 7-piece molecular cluster, C30H72Cl6N4 overall. The level of theory is wB97M-V/def2-TZVPD.

The HOMO energy is -7.962 eV. The value obtained for the maximum force is 13.56 eV/A. As for the LUMO energy: 0.50 eV. Its energy above the lowest of the compared OMol25 structures with the same formula, charge and spin is 293.7 kJ/mol. Its total energy is -4165.67604 Eh. Its SMILES is CCN(CC)CC.CCN(CC)CC.CCN(CC)CC.CCN(CC)CC.ClCCCl.ClCCCl.ClCCCl.

```
! wB97M-V def2-TZVPD RIJCOSX def2/J DEFGRID3
* xyz 0 1
C -3.829 -0.392 -0.672
C -3.729 -0.849 0.824
N -2.941 0.109 1.677
C -3.396 1.445 1.954
C -4.691 1.474 2.483
C -2.399 -0.556 2.822
C -1.170 -1.360 2.519
H -4.422 -1.055 -1.268
H -2.959 -0.588 -1.200
H -4.427 0.506 -0.961
H -3.142 -1.882 0.747
H -4.700 -1.091 1.379
H -3.553 1.905 0.819
H -2.504 2.090 2.195
H -5.722 0.910 2.183
H -5.169 2.507 2.550
H -4.553 1.328 3.555
H -3.027 -1.370 3.366
H -2.049 0.194 3.502
H -0.910 -1.826 3.370
H -0.374 -0.753 2.338
H -1.066 -1.959 1.664
C -1.416 -7.009 1.206
C -0.944 -5.635 0.711
N -1.369 -5.299 -0.677
C -1.398 -4.031 -1.014
C -0.396 -3.171 -0.530
C -0.375 -5.976 -1.565
C -0.817 -6.050 -3.129
H -2.588 -6.990 1.391
H -0.895 -7.109 2.223
H -1.290 -7.942 0.496
H 0.092 -5.494 0.754
H -1.232 -4.884 1.556
H -2.085 -3.674 -0.351
H -1.856 -3.795 -1.942
H 0.201 -3.405 0.400
H -0.854 -2.069 -0.512
H 0.340 -3.018 -1.213
H -0.401 -7.042 -1.337
H 0.645 -5.535 -1.535
H -0.983 -4.980 -3.565
H -1.759 -6.429 -3.018
H -0.365 -6.806 -3.823
C 6.124 -2.330 0.162
C 5.196 -1.537 -0.787
N 3.816 -1.988 -0.491
C 2.710 -1.171 -0.985
C 2.958 -0.608 -2.231
C 3.591 -3.372 -0.799
C 3.388 -4.122 0.540
H 7.123 -1.886 -0.227
H 6.215 -3.429 -0.159
H 5.957 -2.021 1.222
H 5.436 -1.908 -1.850
H 5.189 -0.434 -0.761
H 2.669 -0.267 -0.434
H 1.752 -1.663 -0.533
H 3.770 -0.437 -2.761
H 2.608 0.524 -2.107
H 2.416 -1.243 -2.985
H 4.242 -3.658 -1.343
H 2.920 -3.651 -1.596
H 3.181 -5.099 0.211
H 2.399 -3.855 1.010
H 4.155 -3.910 1.390
C -0.520 5.790 -2.725
C -1.988 6.232 -2.327
N -2.462 5.506 -1.080
C -1.907 5.803 0.133
C -1.203 6.965 0.291
C -3.881 5.892 -1.051
C -4.703 4.509 -0.804
H -0.321 6.320 -3.633
H -0.286 4.694 -3.028
H 0.114 6.104 -2.085
H -2.623 6.168 -3.331
H -2.020 7.312 -2.159
H -1.047 5.254 0.052
H -2.218 5.239 0.963
H -0.771 7.751 -0.398
H -0.496 6.897 0.848
H -1.960 7.697 0.806
H -4.128 6.185 -2.092
H -4.226 6.648 -0.438
H -4.276 3.744 -1.442
H -5.587 4.542 -1.186
H -4.572 4.336 0.352
Cl 4.934 -1.826 4.694
C 3.547 -0.797 4.279
C 3.367 -0.514 2.742
Cl 2.025 0.585 2.287
H 3.741 0.120 4.832
H 2.600 -1.202 4.454
H 3.330 -1.303 2.187
H 4.134 0.059 2.574
Cl -0.134 2.752 1.287
C -0.075 1.459 0.140
C -0.316 1.773 -1.344
Cl -0.515 0.371 -2.285
H -0.628 0.535 0.328
H 1.060 1.272 0.073
H 0.442 2.391 -1.697
H -1.109 2.400 -1.234
Cl 1.492 4.358 -1.132
C 2.755 3.469 -0.176
C 4.077 3.487 -0.821
Cl 5.288 2.771 0.282
H 2.449 2.399 -0.129
H 2.734 4.041 0.755
H 4.379 4.508 -0.804
H 4.194 2.915 -1.779
*
```

Results of the Mulliken charge analysis, in e, for atoms 1 through 2: -1.18, -0.25



Question: Among the records above, which one has the lowest total energy?
Answer: C30H70AsF6N10O10